The following is a DFT calculation (ωB97M-V/def2-TZVPD) of 2 unconnected molecules or ions with the total composition C21H21F3N2O5S in a non-equilibrium geometry.

```
53
Properties=species:S:1:pos:R:3:forces:R:3
F 4.569 1.704 2.916 -0.861 -0.603 0.125
C 3.472 0.924 3.015 0.420 -0.473 0.041
F 3.676 -0.199 2.273 -0.099 0.817 0.461
F 3.305 0.550 4.296 0.201 0.239 -0.858
S 1.967 1.886 2.429 -0.518 0.281 0.109
C 0.809 0.685 1.908 0.642 -0.456 0.605
C -0.549 0.868 2.346 -0.675 0.106 0.165
C -1.413 -0.263 2.527 0.423 0.383 -0.039
C -2.749 -0.117 2.849 -0.311 0.673 -0.083
C -3.296 1.180 2.993 1.445 -0.210 -0.633
N -4.714 1.318 3.050 -2.626 0.023 0.306
O -5.231 2.455 3.066 1.128 -1.733 -0.007
O -5.408 0.270 3.056 1.188 1.710 0.003
C -2.461 2.318 2.890 -0.472 -0.671 0.021
C -1.121 2.162 2.585 -0.132 -0.363 0.060
O 1.518 2.569 3.625 0.441 -0.168 -0.583
O 2.436 2.682 1.311 -0.148 -0.215 0.743
H 1.216 -0.327 1.898 -0.058 0.282 0.213
H -0.981 -1.265 2.462 -0.141 0.286 -0.077
H -3.414 -0.971 2.971 0.270 0.214 -0.058
H -2.898 3.304 3.042 0.155 -0.269 -0.078
H -0.499 3.053 2.578 -0.118 -0.256 -0.196
C -3.609 -1.192 -3.808 -0.235 0.009 -0.572
C -3.170 -0.951 -2.370 0.233 -0.490 0.390
N -1.730 -1.189 -2.181 0.243 0.731 0.475
C -0.986 -0.356 -1.436 0.400 -0.224 -0.157
C 0.374 -0.553 -1.165 -0.577 -0.821 0.160
C 1.193 0.392 -0.548 -0.881 1.227 -0.427
C 2.635 0.316 -0.713 1.275 -0.323 0.106
C 3.422 1.482 -0.875 -0.534 -0.332 -0.196
C 4.796 1.406 -1.056 0.109 -0.287 -0.150
C 5.434 0.159 -1.079 -0.387 0.083 0.095
C 4.673 -1.010 -0.947 -0.074 -0.022 -0.079
C 3.290 -0.936 -0.784 -0.040 0.386 0.047
C -1.165 -2.429 -2.715 0.138 -0.022 -0.171
C -2.197 -3.092 -3.612 -0.303 0.223 -0.617
O -2.787 -2.126 -4.495 0.446 -0.247 0.628
H -4.636 -1.591 -3.800 0.122 0.317 0.043
H -3.588 -0.259 -4.389 0.012 -0.347 0.111
H -3.382 0.080 -2.078 -0.094 -0.224 0.108
H -3.728 -1.653 -1.728 0.206 0.417 0.074
H -1.488 0.551 -1.077 0.167 -0.367 -0.132
H 0.831 -1.501 -1.480 -0.271 0.577 0.031
H 0.755 1.351 -0.254 0.372 -0.283 -0.675
H 2.920 2.445 -0.911 0.183 -0.218 0.135
H 5.362 2.329 -1.206 -0.146 -0.373 0.106
H 6.514 0.099 -1.210 -0.289 -0.003 0.036
H 5.155 -1.993 -0.990 -0.155 0.433 0.044
H 2.697 -1.852 -0.702 0.349 0.278 0.091
H -0.257 -2.212 -3.302 -0.303 0.120 0.250
H -0.891 -3.109 -1.895 -0.001 0.142 -0.119
H -1.712 -3.806 -4.295 -0.226 0.036 0.548
H -2.958 -3.588 -2.983 0.106 0.003 -0.429
```
Positions in Å, forces in eV/Å.

Results
* relative energy (zero: lowest compared OMol25 entry of this formula, charge and spin): 171.4 kcal per mole
* HOMO energy: -7.311 eV
* spin multiplicity: 1
* E: -54316.515 eV
* Kohn-Sham gap: 5.72 eV

***

The following is a DFT calculation (ωB97M-V/def2-TZVPD) of 2 unconnected molecules or ions with the total composition C21H21F3N3O6S2 in a non-equilibrium geometry.

```
56
Properties=species:S:1:pos:R:3:forces:R:3
C 5.930 -1.236 -1.878 -0.697 0.958 2.523
C 5.727 -0.850 -0.504 0.085 -0.235 -1.396
C 4.890 0.422 -0.027 -1.878 1.906 0.801
C 5.662 1.781 0.031 -3.260 -0.116 0.894
C 4.992 3.121 0.503 -2.078 -3.668 -0.018
C 3.501 3.078 0.934 2.529 -2.473 -1.247
O 2.870 4.300 1.380 0.601 -2.134 -1.953
C 2.750 1.701 0.887 1.537 -0.120 -0.600
C 3.371 0.367 0.411 3.050 3.276 0.042
N 2.731 -0.954 0.356 -1.279 2.330 1.087
C 3.190 -1.881 1.438 0.329 -1.405 -0.864
N 2.195 -2.120 2.527 1.537 -1.074 0.413
C 2.956 -2.937 3.564 -0.803 -0.893 0.901
C 1.269 -0.914 0.202 -4.291 -1.232 -1.009
C 0.610 -2.176 -0.481 -2.622 2.682 1.247
C -0.939 -2.267 -0.656 1.254 2.411 1.340
C -1.918 -1.122 -0.193 4.602 0.229 0.681
N -3.360 -1.299 -0.436 0.566 -0.102 1.547
C -4.150 -0.074 -0.162 -1.388 3.885 -3.146
C -4.933 0.259 1.191 0.482 0.079 -0.135
O -4.244 0.763 -1.104 0.762 -3.614 3.781
C -3.919 -2.493 0.240 -0.405 -1.778 3.672
C -4.810 -3.563 -0.579 -0.141 0.219 -0.251
O -3.756 -2.688 1.477 -0.383 0.814 -4.621
C -1.269 0.126 0.491 1.611 -2.756 -1.368
C 0.297 0.195 0.663 -0.692 -2.154 -1.265
S 0.973 1.726 1.479 1.044 -1.443 -1.349
H 7.006 -1.257 -2.268 -1.725 -1.556 0.688
H 5.002 -1.461 -2.499 1.521 1.739 0.116
H 6.223 -1.535 0.286 0.268 2.177 -1.061
H 6.756 1.804 -0.289 -1.746 -0.111 0.492
H 5.602 4.092 0.532 -1.177 -1.677 -0.032
H 2.565 4.719 0.534 0.167 -0.343 1.113
H 3.369 -2.910 0.926 0.135 1.580 0.622
H 4.205 -1.491 1.829 -1.896 -0.555 -0.422
H 1.478 -2.797 2.194 0.654 1.149 -0.108
H 2.474 -3.990 3.635 0.842 1.610 -0.051
H 4.048 -3.114 3.277 -1.428 0.426 0.566
H 2.840 -2.478 4.621 0.493 -0.591 -1.826
H 1.273 -3.051 -0.819 -1.148 1.576 0.525
H -1.423 -3.199 -1.129 1.013 1.634 0.767
H -4.230 0.174 2.093 -1.193 -0.370 -1.227
H -5.286 1.351 1.158 0.634 -1.710 -0.403
H -5.865 -0.398 1.260 1.454 0.689 0.196
H -4.300 -3.919 -1.538 -0.587 0.790 1.271
H -5.840 -3.127 -0.876 1.787 -0.394 0.431
H -5.029 -4.497 0.052 0.575 1.669 -0.621
H -1.926 1.003 0.850 1.345 -1.534 -0.716
C -4.901 3.503 -2.994 0.134 -1.040 0.316
F -5.073 3.272 -1.668 -0.037 0.588 -0.555
F -3.709 2.943 -3.318 -0.410 0.533 0.007
F -5.845 2.759 -3.627 0.242 0.532 0.108
S -4.994 5.311 -3.429 -0.097 2.029 -0.508
O -3.919 5.937 -2.664 -0.375 -0.910 -0.120
O -6.329 5.730 -3.012 0.531 -0.832 0.012
O -4.789 5.361 -4.874 -0.048 -0.688 0.712
```
Positions in Å, forces in eV/Å.

Results
* charge: -1
* HOMO energy: -5.315 eV
* spin multiplicity: 1
* E: -68684.463 eV
* Kohn-Sham gap: 6.59 eV

***

The following is a DFT calculation (ωB97M-V/def2-TZVPD) of a molecular structure, C21H21FeNO6 in a non-equilibrium geometry.

```
50
Properties=species:S:1:pos:R:3:forces:R:3
C 2.803 -4.118 -2.258 -0.176 0.383 0.663
O 3.105 -3.880 -0.868 -0.088 0.238 0.731
C 2.360 -2.964 -0.142 -0.671 -0.923 -0.663
C 1.068 -3.309 0.343 0.594 -1.509 -3.193
C 0.092 -2.238 0.660 -0.914 -0.154 0.123
C 0.863 -1.163 1.343 -0.329 2.435 -0.004
C 2.210 -0.919 1.083 -0.664 1.057 -0.212
C 3.017 -1.840 0.404 1.193 0.279 -2.103
Fe 2.019 -2.800 2.094 -1.356 0.652 -0.409
C 0.788 -3.342 3.199 -4.609 -2.199 4.099
O 0.057 -3.735 4.025 1.775 0.909 -1.793
C 2.901 -2.073 3.437 3.776 3.498 4.423
O 3.493 -1.454 4.224 -1.376 -1.383 -1.515
C 2.915 -4.304 2.251 3.279 -5.376 0.078
O 3.488 -5.301 2.371 -1.032 1.664 -0.065
H 3.439 -4.979 -2.491 -0.348 0.237 -0.252
H 1.726 -4.344 -2.408 0.609 0.064 0.053
H 3.100 -3.232 -2.851 -0.187 -0.458 0.157
H 0.679 -4.303 0.105 0.193 0.346 -0.171
H -0.448 -1.896 -0.255 0.396 0.120 0.247
H -0.727 -2.631 1.299 0.436 0.224 -0.129
H 0.283 -0.453 1.939 0.356 -0.050 -0.245
H 2.682 -0.014 1.449 -0.129 -0.150 0.349
H 4.109 -1.745 0.305 -0.805 0.163 -0.161
C -2.711 -0.415 4.100 -0.284 0.114 0.074
C -3.058 0.008 2.690 -0.225 -0.411 0.085
O -2.226 1.104 2.277 -0.396 0.012 -0.583
C -2.638 1.635 1.089 -1.204 -0.345 -0.287
C -1.626 2.539 0.544 0.270 -0.033 1.051
N -1.765 2.949 -0.677 -0.701 0.119 -1.080
C -0.803 3.425 -1.409 0.962 -0.079 0.503
C -0.959 3.951 -2.740 -0.250 0.329 -0.743
C 0.194 4.179 -3.526 -0.366 -0.021 0.400
C 0.092 4.722 -4.799 -0.258 0.024 -0.036
C -1.172 5.053 -5.309 0.052 -0.135 0.284
C -2.329 4.815 -4.548 0.309 -0.133 0.144
C -2.229 4.256 -3.273 0.377 0.087 -0.241
O -3.699 1.351 0.550 1.329 0.229 0.666
H -3.091 -1.434 4.214 0.122 0.066 0.223
H -1.639 -0.401 4.321 -0.201 -0.018 -0.144
H -3.251 0.228 4.803 0.328 -0.122 0.076
H -2.905 -0.834 1.990 -0.080 0.445 0.113
H -4.116 0.310 2.647 0.431 -0.151 -0.168
H -0.804 2.816 1.216 0.043 -0.083 -0.339
H 0.224 3.370 -1.016 -0.085 0.058 -0.163
H 1.156 3.912 -3.092 -0.081 0.122 -0.201
H 0.995 4.891 -5.391 -0.347 -0.038 0.168
H -1.248 5.494 -6.303 -0.041 -0.117 0.249
H -3.309 5.066 -4.956 0.279 -0.069 0.108
H -3.103 4.049 -2.660 0.092 0.082 -0.167
```
Positions in Å, forces in eV/Å.

Results
* relative energy (zero: lowest compared OMol25 entry of this formula, charge and spin): 11.7 kcal per mole
* HOMO energy (alpha / beta): -5.863 / -8.259 eV
* spin multiplicity: 5
* E: -70273.012 eV
* Kohn-Sham gap (alpha / beta): 6.08 / 6.54 eV